The following is a DFT calculation (ωB97M-V with the def2-TZVPD basis set) of C27H36BF5IrN9O8S3Te as an isolated structure in a non-equilibrium geometry.

The value obtained for the max |F| is 2.0 eV/A. The frontier orbital gap (spin up / spin down) comes out at 7.282 / 6.113 eV. The value obtained for the lowest unoccupied orbital energy (spin up / spin down) is -4.22 / -5.38 eV. The energy above the lowest of the compared OMol25 structures with the same formula, charge and spin is 36.34 kJ/mol.

```
! wB97M-V def2-TZVPD RIJCOSX def2/J DEFGRID3
* xyz 1 2
Ir 0.25 0.55 -0.46
C 6.00 -2.35 -0.54
C 4.61 -1.88 -0.96
C 4.64 -0.38 -1.18
C 4.19 -2.65 -2.21
N 3.64 -2.20 0.16
C 4.01 -2.80 1.34
C 2.89 -3.00 2.06
N 1.83 -2.52 1.34
B 0.38 -2.67 1.89
N -0.56 -3.12 0.74
C -0.59 -4.44 0.35
C -1.41 -4.54 -0.71
N -1.88 -3.27 -1.00
C -1.34 -2.42 -0.10
S -1.66 -0.71 0.06
C -2.80 -3.09 -2.19
C -3.34 -1.68 -2.36
C -1.97 -3.46 -3.43
C -3.98 -4.05 -2.00
N -0.16 -1.45 2.66
C -1.19 -1.61 3.56
C -1.46 -0.41 4.10
N -0.59 0.51 3.55
C 0.19 -0.15 2.67
S 1.36 0.53 1.57
C -0.64 1.96 3.97
C -0.90 1.99 5.48
C -1.79 2.60 3.19
C 0.65 2.72 3.69
C 2.31 -2.01 0.20
S 1.36 -1.28 -1.11
H 6.68 -2.12 -1.36
H 6.05 -3.42 -0.36
H 6.37 -1.81 0.34
H 5.41 -0.14 -1.91
H 4.87 0.14 -0.25
H 3.69 0.00 -1.56
H 4.93 -2.48 -2.99
H 3.23 -2.33 -2.60
H 4.15 -3.72 -2.01
H 5.02 -3.06 1.57
H 2.75 -3.45 3.03
H 0.42 -3.58 2.67
H -0.04 -5.20 0.88
H -1.70 -5.40 -1.28
H -2.56 -0.95 -2.55
H -3.93 -1.36 -1.51
H -4.00 -1.71 -3.23
H -1.12 -2.79 -3.53
H -2.60 -3.36 -4.31
H -1.61 -4.49 -3.39
H -4.51 -3.82 -1.08
H -3.68 -5.09 -1.99
H -4.67 -3.92 -2.84
H -1.64 -2.57 3.74
H -2.20 -0.14 4.83
H -1.87 1.60 5.76
H -0.87 3.03 5.80
H -0.12 1.45 6.02
H -2.74 2.10 3.39
H -1.59 2.53 2.12
H -1.89 3.65 3.47
H 1.52 2.20 4.10
H 0.57 3.68 4.20
H 0.81 2.91 2.64
O -2.56 6.22 -4.32
N -3.07 6.10 -3.22
O -3.66 6.97 -2.63
C -2.68 4.92 -2.44
C -1.87 3.97 -3.01
C -1.51 2.86 -2.26
C -1.89 2.68 -0.89
O -1.46 1.80 -0.08
C -2.80 3.67 -0.43
C -3.16 4.77 -1.14
N -3.39 3.51 0.91
O -3.82 2.41 1.19
O -3.52 4.51 1.59
N -0.76 1.86 -2.94
O -0.29 2.06 -4.02
O -0.69 0.69 -2.42
H -1.53 4.08 -4.03
H -3.82 5.52 -0.71
F 3.64 2.35 -0.17
Te 2.42 3.20 -1.28
F 2.69 4.71 -0.26
F 1.41 4.25 -2.44
F 2.39 1.61 -2.33
F 3.83 3.63 -2.38
O 0.92 2.60 -0.43
*
```

The following is a DFT calculation (ωB97M-V with the def2-TZVPD basis set) of an isolated molecule of C5H3NO in a non-equilibrium geometry.

As for the structure (SMILES): N#Cc1ccco1. The value obtained for the max |F| is 1.1 eV/A. The frontier orbital gap comes out at 10.082 eV. The value obtained for the lowest unoccupied orbital energy is 0.59 eV. The energy above the lowest of the compared OMol25 structures with the same formula, charge and spin is 13.14 kJ/mol.

```
! wB97M-V def2-TZVPD RIJCOSX def2/J DEFGRID3
* xyz 0 1
N -2.59 2.11 -0.47
C -1.63 1.48 -0.32
C -0.51 0.62 -0.14
C -0.16 -0.52 -0.80
C 0.89 -1.09 -0.04
C 1.13 -0.24 0.98
O 0.28 0.81 0.94
H -0.59 -0.89 -1.72
H 1.33 -2.07 -0.21
H 1.86 -0.21 1.78
*
```